1.
The following is a quantum chemistry calculation of a 13-piece molecular cluster, C49H117Cl10O27P3 overall, from the OMol25 dataset.

Computed properties:
HOMO = -9.405 eV
LUMO energy = 0.34 eV
total energy = -261081.7691 eV
gap between HOMO and LUMO = 9.7 eV

The geometry in ORCA input format:
```
! RIJCOSX wB97M-V def2-TZVPD def2/J DEFGRID3
* xyz 0 1
C -30.539 -22.466 10.513
O -29.550 -22.905 9.545
P -28.614 -21.790 8.962
O -29.256 -20.474 8.683
O -27.440 -21.659 10.019
C -26.843 -22.803 10.672
O -27.859 -22.488 7.698
C -28.022 -21.937 6.394
H -30.458 -21.416 10.861
H -30.499 -23.149 11.304
H -31.489 -22.473 10.007
H -26.317 -23.447 9.925
H -27.668 -23.361 11.113
H -26.085 -22.385 11.355
H -29.076 -22.002 6.039
H -27.386 -22.482 5.691
H -27.711 -20.887 6.388
C -32.653 -13.921 11.292
O -32.213 -15.169 10.740
P -31.588 -15.020 9.227
O -32.530 -14.989 8.127
O -30.549 -13.838 9.329
C -29.422 -14.000 10.170
O -30.638 -16.333 9.164
C -31.118 -17.620 8.760
H -31.725 -13.531 11.736
H -33.316 -14.035 12.104
H -33.038 -13.269 10.494
H -29.272 -13.007 10.647
H -28.539 -14.363 9.612
H -29.627 -14.833 10.871
H -31.171 -18.318 9.575
H -30.444 -18.041 8.063
H -32.129 -17.415 8.330
C -38.984 -14.074 13.787
O -37.575 -14.081 13.551
P -36.988 -13.241 12.325
O -37.969 -13.002 11.179
O -36.361 -12.041 13.175
C -35.337 -11.232 12.649
O -35.682 -14.065 11.804
C -35.869 -15.212 10.958
H -39.459 -14.091 12.765
H -39.334 -13.174 14.324
H -39.186 -14.947 14.457
H -35.065 -10.470 13.394
H -35.704 -10.823 11.667
H -34.456 -11.879 12.514
H -35.408 -15.964 11.509
H -35.563 -15.002 9.934
H -36.958 -15.427 10.861
C -23.906 -20.075 2.698
O -24.134 -18.715 2.396
C -25.536 -18.508 2.290
C -25.790 -17.056 2.350
O -25.600 -16.612 3.654
C -25.609 -15.202 3.756
C -25.136 -14.818 5.185
O -25.497 -13.513 5.470
C -25.400 -13.274 6.871
H -22.830 -20.201 2.854
H -24.154 -20.675 1.784
H -24.413 -20.432 3.608
H -26.087 -19.020 3.115
H -25.929 -18.912 1.347
H -26.900 -16.845 2.133
H -25.086 -16.621 1.639
H -26.661 -14.911 3.764
H -25.168 -14.740 2.893
H -24.071 -14.973 5.407
H -25.680 -15.543 5.841
H -25.690 -12.236 6.975
H -24.329 -13.431 7.190
H -26.079 -13.977 7.393
C -33.098 -17.014 3.012
O -32.846 -17.718 4.245
C -31.664 -17.283 4.926
C -30.370 -17.559 4.151
O -30.436 -18.844 3.500
C -30.665 -19.949 4.331
C -30.524 -21.189 3.439
O -29.177 -21.308 3.134
C -28.943 -22.442 2.323
H -32.501 -17.419 2.178
H -32.890 -15.933 3.181
H -34.189 -17.033 2.954
H -31.675 -17.829 5.876
H -31.735 -16.193 5.105
H -29.493 -17.578 4.856
H -30.215 -16.838 3.355
H -31.651 -19.940 4.829
H -29.890 -19.944 5.099
H -31.127 -21.028 2.511
H -30.927 -22.140 3.880
H -29.227 -23.429 2.809
H -27.893 -22.381 2.053
H -29.460 -22.386 1.356
C -35.000 -17.121 7.776
O -35.640 -17.382 9.062
C -36.620 -18.392 8.977
C -37.895 -18.010 8.279
O -37.881 -18.376 6.865
C -38.652 -17.575 5.971
C -37.951 -17.567 4.609
O -37.913 -18.845 4.027
C -37.135 -18.985 2.884
H -35.665 -16.496 7.106
H -34.733 -18.035 7.275
H -34.140 -16.542 8.019
H -36.899 -18.675 10.002
H -36.238 -19.241 8.415
H -38.148 -16.991 8.455
H -38.679 -18.583 8.804
H -38.630 -16.540 6.325
H -39.696 -17.987 5.930
H -36.905 -17.206 4.597
H -38.532 -16.907 3.955
H -36.963 -20.039 2.810
H -36.245 -18.370 2.938
H -37.650 -18.669 1.958
C -29.501 -14.736 13.444
O -29.982 -13.424 13.522
C -30.279 -12.965 14.831
C -31.568 -13.525 15.400
O -32.663 -13.119 14.522
C -33.928 -13.692 14.784
C -34.429 -13.348 16.164
O -34.670 -12.015 16.269
C -35.641 -11.831 17.257
H -29.399 -15.253 14.409
H -28.459 -14.712 13.020
H -30.195 -15.376 12.837
H -30.368 -11.892 14.773
H -29.486 -13.207 15.521
H -31.654 -13.240 16.457
H -31.586 -14.587 15.445
H -33.851 -14.763 14.763
H -34.591 -13.442 13.962
H -33.694 -13.705 16.876
H -35.326 -13.941 16.322
H -36.570 -12.396 17.043
H -35.811 -10.738 17.286
H -35.308 -12.241 18.228
C -26.441 -8.196 2.451
O -27.709 -8.767 2.071
C -28.741 -8.537 2.989
C -29.667 -9.734 3.068
O -29.075 -10.651 4.055
C -29.829 -11.809 4.101
C -29.011 -12.738 4.885
O -29.784 -13.870 5.253
C -29.056 -14.723 6.069
H -26.341 -7.114 2.221
H -25.749 -8.722 1.808
H -26.133 -8.286 3.497
H -29.315 -7.640 2.720
H -28.276 -8.380 3.981
H -29.685 -10.189 2.039
H -30.648 -9.417 3.299
H -29.996 -12.057 3.019
H -30.805 -11.542 4.530
H -28.817 -12.242 5.894
H -28.080 -13.007 4.350
H -28.648 -14.262 7.014
H -28.234 -15.227 5.590
H -29.700 -15.547 6.450
Cl -33.455 -20.959 11.781
C -33.587 -19.235 11.188
C -33.272 -18.272 12.361
Cl -31.626 -18.355 12.982
H -34.602 -19.175 10.791
H -32.921 -19.204 10.321
H -33.864 -18.618 13.180
H -33.509 -17.232 12.096
Cl -23.918 -12.677 10.378
C -25.231 -13.769 10.952
C -26.168 -12.951 11.853
Cl -25.467 -12.070 13.234
H -24.769 -14.576 11.529
H -25.766 -14.124 10.076
H -26.906 -13.669 12.275
H -26.771 -12.246 11.269
Cl -34.468 -11.803 8.378
C -35.329 -13.193 7.700
C -36.752 -12.981 7.981
Cl -37.685 -13.992 6.796
H -34.894 -14.053 8.148
H -35.080 -13.164 6.638
H -37.018 -11.984 7.735
H -37.118 -13.319 8.945
Cl -28.066 -11.260 8.656
C -29.783 -10.853 8.216
C -29.728 -9.795 7.145
Cl -31.363 -9.336 6.946
H -30.202 -10.494 9.126
H -30.304 -11.722 7.820
H -29.317 -10.215 6.224
H -29.156 -8.898 7.462
Cl -27.698 -16.930 11.519
C -27.280 -18.272 10.388
C -27.436 -17.846 8.961
Cl -26.087 -16.756 8.462
H -28.013 -19.055 10.645
H -26.297 -18.622 10.683
H -28.395 -17.359 8.903
H -27.417 -18.696 8.243
*
```

=====

2.
The following is a quantum chemistry calculation of a 2-piece molecular cluster, C5H6N overall, from the OMol25 dataset.

Computed properties:
energy above the lowest of the compared OMol25 structures with the same formula, charge and spin = 7.374 eV
HOMO (alpha / beta) = -13.206 / -13.596 eV
LUMO energy (alpha / beta) = -6.74 / -5.09 eV
total energy = -6757.8030 eV
gap between HOMO and LUMO (alpha / beta) = 6.5 / 8.5 eV

The geometry in ORCA input format:
```
! RIJCOSX wB97M-V def2-TZVPD def2/J DEFGRID3
* xyz 1 1
C 0.056 -2.609 -0.727
C -2.384 0.928 -0.094
C 0.082 -1.495 -0.207
C 1.624 1.364 0.138
C -0.379 -0.404 0.633
N -1.422 0.331 0.213
H 0.299 -3.501 -1.224
H -2.919 1.661 -0.543
H 0.793 1.822 -0.434
H 2.321 0.790 -0.460
H 2.051 1.744 1.051
H -0.123 -0.632 1.653
*
```